{"formula": "C6H8O2S2", "method": "wB97M-V/def2-TZVPD", "largest_force_ev_per_a": 1.602, "orbital_gap_ev": [7.468, 7.465], "charge": 0, "e_lumo_ev": [-0.251, -0.253], "de_lowest_kcal_mol": 32.9, "elements": ["C", "C", "C", "C", "C", "C", "O", "O", "S", "S", "H", "H", "H", "H", "H", "H", "H", "H"], "coordinates": [[-1.2812, 0.3695, 0.1694], [-1.0935, 1.4616, 0.6281], [-0.7791, -1.0522, -1.5802], [0.7078, -0.6680, -1.5929], [1.4574, -1.4643, 0.4805], [-0.9250, 2.7764, 1.2069], [-1.3742, -0.8489, -0.3171], [1.4793, -1.5952, -0.8488], [1.7145, -2.1091, 3.3034], [1.8302, -2.7492, 1.4765], [-1.3050, -0.4840, -2.3600], [-0.8849, -2.1223, -1.7718], [1.1032, -0.6923, -2.6091], [0.8166, 0.3459, -1.1788], [1.1808, -0.5116, 0.9231], [-1.4060, 2.8128, 2.1830], [-1.3753, 3.5273, 0.5572], [0.1344, 3.0037, 1.3305]], "atomic_forces_ev_per_a": [[0.2127, -0.0202, -0.1048], [-0.1876, -0.7089, -0.2592], [0.8441, -0.0515, -0.8779], [-0.7377, 0.3865, -0.1247], [0.2272, -1.1396, 0.1722], [0.0407, 0.3109, 0.0356], [-0.3867, 0.2038, 0.7855], [0.2654, -0.3222, 0.6342], [0.0424, 0.0571, 0.6538], [-0.2683, 0.9970, -1.2246], [0.0444, -0.0356, 0.1843], [-0.0090, 0.1462, -0.0454], [-0.1002, -0.0124, 0.0883], [0.0811, -0.2144, -0.1224], [-0.0660, 0.0903, -0.0028], [0.0115, 0.1100, 0.0300], [0.0299, 0.1072, 0.1245], [-0.0437, 0.0958, 0.0535]]}